{"formula": "C4H7NO2", "method": "ωB97M-V/def2-TZVPD", "elements": ["C", "N", "C", "C", "C", "O", "O", "H", "H", "H", "H", "H", "H", "H"], "xyz": [[1.7180, 0.9444, 0.9414], [0.4047, 0.5580, 0.8167], [-1.1612, 0.5072, -1.0769], [-0.0215, -0.2287, -0.3315], [-0.4617, -1.6018, 0.1011], [-0.7508, -1.8695, 1.2405], [2.4630, 1.1845, 0.0288], [2.0201, 0.8652, 2.0001], [-0.0681, 0.3106, 1.6743], [-1.3355, 0.0404, -2.0450], [-2.0371, 0.3826, -0.4391], [-0.9084, 1.5543, -1.1896], [0.8335, -0.3365, -1.0040], [-0.6951, -2.3106, -0.7168]], "forces_ev_per_angstrom": [[-0.5682, -0.9338, 0.4997], [0.1958, -0.3592, -0.1335], [0.1697, -1.1030, 0.4236], [0.4711, 1.0579, -0.3459], [-1.1400, 0.2354, 0.1165], [0.3740, -0.1066, -0.1181], [0.1490, 0.1025, -0.2027], [0.2445, 0.6996, 0.0093], [0.1565, -0.1163, 0.0604], [-0.1753, 0.1044, -0.0601], [-0.2808, 0.3516, -0.2594], [0.0494, 0.0363, -0.0417], [0.0603, 0.0882, 0.0397], [0.2939, -0.0569, 0.0121]], "spin_multiplicity": 1, "e_tot_ev": -9846.2620, "e_above_lowest_kcal_mol": 23.5, "orbital_gap_ev": 10.7, "smiles": "C[C@H](C=O)NC=O"}